[1]
{
  "formula": "C14H19B",
  "method": "wB97M-V/def2-TZVPD",
  "symbols": ["B", "C", "C", "C", "C", "C", "C", "C", "C", "C", "C", "C", "C", "C", "C", "H", "H", "H", "H", "H", "H", "H", "H", "H", "H", "H", "H", "H", "H", "H", "H", "H", "H", "H"],
  "positions_angstrom": [[1.4053, -0.6874, 1.5607], [2.3903, 2.5063, 0.0649], [1.2312, 3.2659, 0.1563], [2.4364, 1.2751, 0.6380], [0.0918, 2.7997, 0.7837], [1.2540, 0.7069, 1.2555], [0.0639, 1.4717, 1.2451], [0.2383, -0.7438, -1.4691], [-0.3522, 0.4152, -1.7157], [-0.1880, -1.5339, -0.3646], [-0.9251, -2.5548, -0.0315], [-1.0982, 0.9108, 1.9602], [0.1517, 1.4741, -2.5500], [-1.8367, -3.1684, -1.0634], [-1.1623, -3.2532, 1.2787], [2.3330, -1.3362, 1.9905], [3.2021, 2.8852, -0.3303], [1.3775, 4.2882, -0.3022], [3.4349, 0.8332, 0.5386], [-0.6568, 3.5231, 0.7919], [1.1847, -0.9472, -1.8342], [-1.3471, 0.6401, -1.1605], [-0.9132, 0.1414, 2.6293], [-1.7654, 1.6147, 2.3412], [-1.5655, 0.3188, 1.2026], [1.0021, 1.2665, -3.1141], [0.5587, 2.3605, -1.9173], [-0.5108, 1.6893, -3.4129], [-1.6238, -2.8512, -1.9894], [-1.8283, -4.1559, -1.1008], [-2.9673, -2.8838, -1.0109], [-0.5420, -2.7375, 2.0278], [-2.0842, -3.0875, 1.6598], [-0.9890, -4.4457, 1.2422]],
  "nbo_charge": [0.696, -0.240, -0.183, -0.134, -0.268, -0.635, 0.183, -0.307, -0.151, -0.025, -0.097, -0.667, -0.671, -0.615, -0.607, -0.104, 0.199, 0.216, 0.219, 0.218, 0.208, 0.189, 0.219, 0.220, 0.242, 0.212, 0.233, 0.221, 0.206, 0.200, 0.196, 0.208, 0.208, 0.210],
  "total_charge": 0,
  "lumo_ev": -0.16,
  "gap_ev": 6.72,
  "homo_energy_ev": -6.88
}


[2]
{
  "formula": "C28H34F6Ge2N3O4PdS3",
  "method": "wB97M-V/def2-TZVPD",
  "symbols": ["Pd", "C", "C", "Ge", "C", "C", "C", "C", "Ge", "C", "C", "C", "C", "C", "C", "C", "C", "C", "C", "H", "H", "H", "H", "H", "H", "H", "H", "H", "H", "H", "H", "H", "H", "H", "H", "H", "H", "H", "H", "H", "H", "H", "H", "H", "H", "F", "C", "F", "F", "S", "O", "O", "N", "S", "O", "O", "C", "F", "F", "F", "S", "C", "C", "C", "N", "C", "C", "C", "C", "C", "N", "C", "C", "H", "H", "H", "H", "H", "H", "H", "H"],
  "positions_angstrom": [[-0.1378, -0.7297, -0.1949], [-2.9487, -3.4651, 2.9532], [-2.3722, -2.9613, 1.6253], [-0.6520, -2.0776, 1.9267], [0.8262, -3.2933, 2.3126], [0.8046, -3.7438, 3.7774], [-0.8474, -0.7808, 3.3647], [-0.7681, 0.5537, 3.3124], [-0.3835, 1.1908, 1.5077], [1.5086, 1.6575, 1.2196], [2.0504, 2.6460, 2.2543], [-1.8341, 2.1974, 0.6512], [-2.4097, 3.3359, 1.4954], [-0.9726, 1.4428, 4.4854], [-0.6885, 2.8004, 4.3916], [-0.8571, 3.6516, 5.4739], [-1.3224, 3.1519, 6.6783], [-1.6213, 1.7986, 6.7894], [-1.4508, 0.9561, 5.7076], [-3.8892, -3.9879, 2.7770], [-3.1591, -2.6425, 3.6377], [-2.2843, -4.1663, 3.4622], [-3.0767, -2.2671, 1.1712], [-2.2368, -3.7822, 0.9230], [1.7728, -2.8047, 2.1025], [0.7489, -4.1464, 1.6372], [0.9224, -2.8998, 4.4582], [1.6335, -4.4261, 3.9676], [-0.1109, -4.2723, 4.0528], [-1.0604, -1.2671, 4.3159], [1.6063, 2.0527, 0.2091], [2.0813, 0.7262, 1.2630], [1.5710, 3.6235, 2.1857], [3.1163, 2.7972, 2.0799], [1.9342, 2.2775, 3.2734], [-2.6181, 1.4720, 0.4179], [-1.4598, 2.5617, -0.3094], [-2.7609, 2.9898, 2.4666], [-3.2589, 3.7776, 0.9741], [-1.6822, 4.1304, 1.6627], [-0.3199, 3.2237, 3.4613], [-0.6242, 4.7022, 5.3711], [-1.4581, 3.8087, 7.5263], [-1.9936, 1.4003, 7.7231], [-1.7059, -0.0861, 5.8263], [2.3431, -4.8226, -0.4365], [2.8461, -3.9332, -1.2755], [4.1193, -3.7077, -0.9748], [2.7426, -4.3694, -2.5119], [1.9415, -2.3137, -1.1329], [2.2452, -1.7043, 0.1432], [2.2512, -1.5867, -2.3271], [0.3378, -2.7527, -1.0358], [-0.3678, -2.4815, -2.6479], [0.0282, -3.5145, -3.5876], [-2.0620, 0.4824, -2.1640], [-2.0679, -3.0144, -2.0713], [-2.8688, -2.9520, -3.1360], [-2.5523, -2.1555, -1.1554], [-2.1148, -4.2368, -1.5780], [0.4482, 3.2526, -5.6974], [0.3449, 2.2864, -4.2087], [-0.8779, 1.7869, -3.8053], [-0.9266, 1.0484, -2.6283], [0.1338, 0.8011, -1.8748], [1.3221, 1.2833, -2.2812], [1.4712, 2.0354, -3.4181], [1.5209, 2.1780, -6.6357], [2.9015, 2.3093, -6.5765], [3.6760, 1.4464, -7.3367], [3.1743, 0.5080, -8.1302], [1.8525, 0.4083, -8.1923], [0.9817, 1.2122, -7.4712], [-1.7654, 1.9479, -4.4022], [-2.8016, 0.6673, -2.7558], [2.1740, 1.0291, -1.6670], [2.4428, 2.4093, -3.6985], [3.3668, 3.0745, -5.9731], [4.7568, 1.5222, -7.3078], [1.4594, -0.3556, -8.8528], [-0.0875, 1.0857, -7.5631]],
  "lowdin_spin": [0.935, 0.010, 0.024, 0.151, 0.014, 0.007, 0.078, 0.020, 0.232, 0.066, 0.023, 0.058, 0.019, 0.001, 0.002, 0.000, 0.000, 0.000, 0.001, 0.002, 0.000, 0.000, 0.001, 0.000, 0.001, 0.000, 0.000, 0.001, 0.000, 0.011, 0.001, 0.003, 0.000, 0.005, 0.001, 0.004, 0.001, 0.001, 0.004, 0.000, 0.002, 0.000, 0.000, 0.000, 0.001, 0.001, 0.003, 0.002, 0.001, 0.022, 0.069, 0.004, 0.143, 0.014, 0.014, 0.011, 0.001, 0.000, 0.015, 0.000, 0.001, 0.002, 0.000, 0.004, 0.012, 0.002, 0.000, 0.000, 0.000, 0.000, 0.000, 0.000, 0.000, 0.000, 0.000, 0.000, 0.000, 0.000, 0.000, 0.000, 0.000],
  "s2": 2.007,
  "spin_multiplicity": 3,
  "total_charge": 1,
  "lumo_ev": [-3.00, -6.10],
  "gap_ev": [8.42, 5.31],
  "homo_energy_ev": [-11.42, -11.40]
}


[3]
{
  "formula": "C5H10O",
  "method": "wB97M-V/def2-TZVPD",
  "symbols": ["C", "O", "C", "C", "C", "C", "H", "H", "H", "H", "H", "H", "H", "H", "H", "H"],
  "positions_angstrom": [[0.2786, -0.8591, 2.5719], [0.4897, -0.9723, 1.1580], [1.0662, 0.0606, 0.5967], [1.0348, -0.1401, -0.8976], [0.0365, 0.9132, -1.4245], [-1.4214, 0.5095, -1.2098], [0.8393, -1.6473, 3.0797], [-0.7911, -0.9948, 2.7464], [0.6065, 0.1305, 2.8964], [0.2417, 1.8534, -0.8980], [0.7495, -1.1541, -1.2176], [2.0331, 0.0937, -1.2869], [0.2180, 1.0990, -2.4888], [-2.1020, 1.3171, -1.5004], [-1.6195, 0.2669, -0.1592], [-1.6763, -0.3756, -1.8040]],
  "nbo_charge": [-0.253, -0.500, 0.259, -0.558, -0.388, -0.610, 0.190, 0.189, 0.209, 0.213, 0.198, 0.230, 0.207, 0.211, 0.202, 0.203],
  "total_charge": 0,
  "lumo_ev": 1.09,
  "gap_ev": 9.45,
  "homo_energy_ev": -8.35
}


[4]
{
  "formula": "C3H4N2O",
  "method": "wB97M-V/def2-TZVPD",
  "symbols": ["N", "C", "C", "O", "C", "N", "H", "H", "H", "H"],
  "positions_angstrom": [[1.5893, 0.1759, 0.1869], [0.1495, -0.0202, 0.0025], [-0.5187, 1.1680, 0.0062], [-1.8202, 0.6928, -0.1604], [-1.7709, -0.6500, -0.2354], [-0.5857, -1.1739, -0.1423], [2.2005, -0.0700, -0.5971], [1.9974, -0.1856, 1.0536], [1.4791, 1.2160, 0.2466], [-2.7203, -1.1531, -0.3606]],
  "nbo_charge": [-0.692, -0.025, -0.134, -0.448, 0.315, -0.495, 0.414, 0.414, 0.466, 0.184],
  "total_charge": 0,
  "lumo_ev": 0.13,
  "gap_ev": 8.46,
  "homo_energy_ev": -8.34
}


Computed energy relative to the best compared isomer or geometry (same formula, charge and spin), in the same sequence as the records: 127.7; 0.7; 67.0; 87.0 kcal per mole.